Molecular formula: C3H5ClS
Method: DFT, ωB97M-V with the def2-TZVPD basis set

## Properties
HOMO = -7.94 eV
relative energy (zero: lowest compared OMol25 entry of this formula, charge and spin) = 79.9 kcal/mol
LUMO level = 0.66 eV
net charge = 0
E_tot = -975.52947 Ha
HOMO-LUMO gap = 8.60 eV
F_max = 0.17524 hartree/bohr
SMILES = CS/C=C/Cl

Structure (XYZ):
```
10
Properties=species:S:1:pos:R:3:forces:R:3:nbo_charge:R:1
C -2.465443 0.989063 -0.050835 -0.600 2.466 -2.010 -0.7581
S -1.573821 -0.713771 0.080890 -4.351 1.491 0.200 0.3445
C -0.135558 0.041134 0.018628 7.235 1.325 -1.838 -0.4761
C 1.043838 -0.663643 -0.170187 -3.307 8.008 2.478 -0.2464
Cl 2.414913 0.310743 0.052069 1.545 -0.204 -0.330 -0.0014
H -1.517020 1.683986 -0.628215 -3.808 -2.029 0.947 0.2323
H -2.574533 1.634408 0.870032 0.183 -1.541 -0.347 0.2188
H -3.700194 1.023777 -0.548469 4.303 -0.400 1.105 0.2492
H 0.226553 1.162824 -0.207328 -2.055 -2.105 1.418 0.2526
H 1.035793 -1.566631 -0.451067 0.856 -7.011 -1.623 0.1844
```
Positions in Å, forces in eV/Å.

Molecular formula: C12H22EuI2InN2O4S2
Method: DFT, ωB97M-V with the def2-TZVPD basis set

## Properties
HOMO (spin up / spin down) = -19.48 / -21.46 eV
LUMO level (spin up / spin down) = -15.05 / -16.39 eV
net charge = +4
⟨S²⟩ = 12.10
E_tot = -3171.47066 Ha
HOMO-LUMO gap (spin up / spin down) = 4.43 / 5.07 eV
F_max = 0.11419 hartree/bohr
multiplicity = 7

Structure (XYZ):
```
46
Properties=species:S:1:pos:R:3:forces:R:3:nbo_charge:R:1
I -0.722425 -3.940476 -0.369093 -0.122 -0.373 -1.990 0.3155
I -0.701158 -3.311006 -3.167800 0.091 -0.824 1.985 0.6794
In -0.056811 0.467757 -2.489203 -0.136 -0.709 -1.314 0.8620
Eu -0.317928 -0.035099 0.948147 -0.102 -0.645 0.802 1.9643
S 1.351468 -1.083666 -1.029643 -0.513 0.877 0.493 -0.4196
S -1.923767 -0.712317 -1.175825 0.594 0.884 1.215 -0.4236
C 2.300020 0.318986 2.255035 0.456 0.199 2.820 0.4512
C 3.193906 -0.728388 -1.031658 0.168 -0.158 0.040 -0.0474
C -3.458761 0.314988 -0.744262 0.007 -0.470 -0.240 -0.0452
C 3.680969 -1.039681 -2.428945 0.072 -0.192 -0.499 -0.6435
C 3.489858 0.709955 -0.681998 0.111 0.327 0.187 -0.6314
C 3.714770 -1.704408 0.008411 0.125 -0.318 0.294 -0.6402
C -4.211817 0.257589 -2.054809 -0.579 -0.054 -0.672 -0.6528
C -3.166520 1.732998 -0.316242 0.119 0.303 -0.272 -0.6428
C -4.109812 -0.450937 0.389402 -0.299 -0.518 0.319 -0.6493
C 1.883247 1.810483 -3.425822 3.600 3.353 -3.206 0.4929
C -1.604370 2.397315 -3.263862 -0.955 1.831 -1.046 0.4977
O 2.848440 0.390286 3.248371 -0.959 -0.144 -2.493 -0.3316
O 2.616565 2.408955 -4.095587 -3.326 -2.777 2.936 -0.3074
O -2.190993 3.169852 -3.840001 0.909 -1.297 0.845 -0.3064
H 3.319913 -0.300352 -3.150824 -0.028 -0.153 0.020 0.2044
H 3.391205 -2.040300 -2.764822 0.089 0.126 0.060 0.2368
H 4.771028 -0.977500 -2.462637 -0.006 -0.049 0.108 0.2822
H 3.084118 1.417361 -1.416277 0.252 -0.171 0.205 0.2063
H 4.579664 0.813316 -0.654521 -0.101 0.171 -0.097 0.2855
H 3.125602 0.995190 0.307959 0.103 0.000 -0.244 0.1946
H 3.353701 -1.441415 1.008269 0.032 -0.157 -0.120 0.1904
H 4.803320 -1.673152 0.062471 0.064 0.050 -0.152 0.2814
H 3.419693 -2.738597 -0.211210 0.119 0.226 0.027 0.2399
H -5.217534 0.666878 -1.981021 -0.122 0.088 0.272 0.2783
H -4.321253 -0.764768 -2.447730 0.055 0.281 0.272 0.2440
H -3.712600 0.853907 -2.822790 0.041 -0.079 0.027 0.2087
H -4.137408 2.201991 -0.161183 -0.050 0.221 0.143 0.2998
H -2.652492 2.336455 -1.069098 -0.047 -0.127 0.116 0.2186
H -2.644948 1.835008 0.647683 0.075 -0.148 0.125 0.1766
H -5.113521 -0.073912 0.591897 -0.058 0.104 -0.156 0.2862
H -3.572275 -0.330855 1.339183 0.155 0.002 -0.022 0.1925
H -4.205038 -1.525413 0.193839 -0.012 0.226 -0.074 0.2471
N 0.444109 -1.092785 4.976045 -1.254 1.023 -1.757 -0.7703
C -0.240092 -0.077022 4.344049 1.135 0.499 4.105 0.8208
N -0.403183 1.131844 4.981369 -0.250 -1.534 -1.205 -0.7665
O -0.662641 -0.237001 3.160844 0.458 0.218 -2.488 -0.8499
H 0.526170 -1.168716 5.991111 0.179 0.105 -0.474 0.4630
H 0.652297 -1.896029 4.369796 -0.334 0.343 1.034 0.4206
H -0.825713 1.885654 4.429108 0.016 -0.549 0.763 0.4254
H -0.377005 1.227041 6.003889 0.228 -0.015 -0.691 0.4619
```
Positions in Å, forces in eV/Å.

Molecular formula: C27H28N4O3S
Method: DFT, ωB97M-V with the def2-TZVPD basis set

## Properties
HOMO = -7.81 eV
relative energy (zero: lowest compared OMol25 entry of this formula, charge and spin) = 0.0 kcal/mol
LUMO level = 0.39 eV
net charge = 0
E_tot = -1888.69656 Ha
HOMO-LUMO gap = 8.21 eV
F_max = 0.01728 hartree/bohr
SMILES = Cc1ccc(NC(=S)Nc2cc(C(=O)O)ccc2N2C[C@H]3C[C@@H](C2)c2cccc(=O)n2C3)cc1C

Structure (XYZ):
```
63
Properties=species:S:1:pos:R:3:forces:R:3:nbo_charge:R:1
C -3.199695 5.297640 -2.549868 0.033 -0.048 -0.006 -0.6299
C -2.744565 4.176122 -1.668819 0.011 -0.009 0.074 -0.0287
C -3.275229 4.020126 -0.394895 0.121 -0.009 -0.069 -0.1864
C -2.872429 2.992590 0.432462 0.120 -0.188 0.004 -0.2346
C -1.916375 2.076137 -0.001999 -0.261 0.240 -0.367 0.1408
N -1.533631 1.073068 0.887354 -0.088 0.049 0.100 -0.5977
C -0.967191 -0.143973 0.696459 -0.095 -0.184 0.453 0.2937
S -0.562266 -1.036499 2.022229 -0.175 -0.219 0.484 -0.2086
N -0.814932 -0.593130 -0.587197 -0.296 0.323 -0.187 -0.6569
C -0.382261 -1.919277 -0.821074 0.155 -0.225 0.001 0.1872
C -1.256419 -2.805781 -1.418046 0.143 -0.120 -0.008 -0.1847
C -0.913000 -4.145676 -1.577934 0.313 0.293 0.222 -0.2049
C -1.818790 -5.108200 -2.221286 -0.159 -0.675 -0.236 0.7888
O -1.591763 -6.285778 -2.361281 0.042 0.125 0.063 -0.5971
O -2.963089 -4.553868 -2.669657 -0.248 0.365 -0.031 -0.6935
C 0.311709 -4.587555 -1.082585 -0.424 -0.064 -0.209 -0.1405
C 1.197352 -3.699277 -0.515023 0.101 0.293 0.041 -0.2536
C 0.903592 -2.334315 -0.414237 -0.275 -0.269 -0.294 0.2029
N 1.822630 -1.406642 0.069062 0.168 0.157 0.150 -0.4602
C 2.925699 -1.908034 0.858169 0.100 0.042 0.196 -0.2138
C 3.635554 -0.766398 1.594571 -0.062 -0.024 -0.196 -0.2253
C 4.186756 0.218880 0.572963 0.000 -0.016 0.034 -0.4015
C 2.983454 0.769069 -0.182413 0.041 -0.217 -0.077 -0.2586
C 2.222819 -0.376485 -0.867464 0.126 0.203 -0.336 -0.2010
C 2.101514 1.528752 0.768811 -0.124 0.525 -0.706 0.2845
C 1.425173 2.640644 0.346886 0.203 -0.231 -0.060 -0.3461
C 0.627275 3.356938 1.255468 0.097 -0.075 0.331 -0.1371
C 0.551437 2.952525 2.547778 -0.171 0.285 -0.115 -0.3346
C 1.277848 1.810548 3.027158 0.015 0.081 -0.050 0.6158
O 1.307439 1.427068 4.183953 -0.027 -0.089 0.257 -0.6323
N 2.022285 1.120782 2.050046 -0.082 0.070 0.228 -0.3890
C 2.721659 -0.038831 2.577984 0.266 -0.466 0.476 -0.2268
C -1.365053 2.241173 -1.270019 -0.011 -0.042 0.055 -0.2198
C -1.768563 3.274812 -2.101987 -0.123 0.007 0.114 -0.0128
C -1.144109 3.423802 -3.455596 -0.025 0.013 0.044 -0.6316
H -3.613570 4.911861 -3.481110 -0.048 0.060 -0.105 0.2169
H -3.962223 5.891220 -2.052753 -0.046 0.065 -0.014 0.2184
H -2.365231 5.950248 -2.805387 0.008 0.105 -0.076 0.2166
H -4.019298 4.719512 -0.042522 -0.083 0.074 0.032 0.2128
H -3.293079 2.893410 1.421990 -0.073 -0.037 0.119 0.2157
H -1.706146 1.272786 1.865351 0.123 -0.151 -0.158 0.4324
H -1.510568 -0.252501 -1.242143 0.177 0.045 0.027 0.4058
H -2.229937 -2.464447 -1.737653 -0.087 0.049 0.023 0.2288
H -3.513662 -5.243202 -3.071560 0.273 -0.066 0.115 0.5012
H 0.560649 -5.633266 -1.175353 0.032 -0.090 -0.010 0.2387
H 2.149240 -4.068646 -0.170669 0.113 0.006 0.034 0.2202
H 2.522970 -2.613866 1.586952 0.047 -0.037 -0.029 0.2227
H 3.674502 -2.425489 0.233198 -0.032 -0.073 0.032 0.1711
H 4.453301 -1.213740 2.167865 -0.085 0.040 -0.023 0.2261
H 4.872204 -0.282082 -0.113381 0.025 0.008 -0.022 0.2139
H 4.726073 1.029387 1.066734 0.059 0.013 -0.016 0.2181
H 3.306521 1.458648 -0.969128 -0.094 -0.046 0.112 0.2312
H 1.334251 0.020488 -1.360243 0.117 -0.027 0.003 0.2223
H 2.882590 -0.805052 -1.643888 -0.028 0.046 -0.004 0.1744
H 1.513016 2.967174 -0.676034 0.089 -0.038 -0.134 0.2183
H 0.086122 4.227375 0.913614 -0.084 0.092 0.012 0.2208
H -0.036730 3.481631 3.280940 -0.035 0.036 0.091 0.2274
H 1.957838 -0.718877 2.970731 0.147 0.104 0.015 0.2441
H 3.296382 0.317236 3.440670 -0.082 -0.092 -0.134 0.2286
H -0.573828 1.589435 -1.605233 0.059 -0.036 -0.017 0.2109
H -0.402735 2.648054 -3.630462 0.049 -0.032 -0.046 0.2146
H -1.901743 3.360762 -4.235923 -0.001 0.013 -0.118 0.2217
H -0.658434 4.394622 -3.547521 0.054 0.066 -0.091 0.2201
```
Positions in Å, forces in eV/Å.

Molecular formula: C2H3ClINO2
Method: DFT, ωB97M-V with the def2-TZVPD basis set

## Properties
HOMO = -9.43 eV
relative energy (zero: lowest compared OMol25 entry of this formula, charge and spin) = 10.7 kcal/mol
LUMO level = -1.53 eV
net charge = 0
E_tot = -1040.96737 Ha
HOMO-LUMO gap = 7.91 eV
F_max = 0.09059 hartree/bohr
SMILES = O=[N+]([O-])I.C=CCl

Structure (XYZ):
```
10
Properties=species:S:1:pos:R:3:forces:R:3:nbo_charge:R:1
O 1.631075 0.607325 -3.610750 -1.109 -1.037 -1.781 -0.2841
N 2.024719 1.450348 -2.915629 1.011 1.482 1.685 0.4758
O 1.502503 2.453473 -2.504871 0.204 -0.431 -0.259 -0.3291
I 4.043643 1.015517 -2.195987 0.212 0.428 -0.194 0.1397
C 2.462114 -0.453667 0.443157 -4.537 1.007 0.322 -0.4071
C 1.256587 -0.446342 -0.189383 2.706 -0.169 1.197 -0.2310
Cl 0.966752 -1.320732 -1.612910 -0.076 -0.725 -0.658 0.0078
H 2.522600 -0.023955 1.437894 0.273 0.218 -0.320 0.2180
H 3.215473 -0.985137 0.013217 2.156 -1.403 -0.766 0.2011
H 0.400618 0.095877 0.082995 -0.840 0.630 0.775 0.2089
```
Positions in Å, forces in eV/Å.

Molecular formula: C36H25N8OTm
Method: DFT, ωB97M-V with the def2-TZVPD basis set

## Properties
HOMO (spin up / spin down) = -6.62 / -6.58 eV
LUMO level (spin up / spin down) = -1.59 / -1.54 eV
net charge = 0
⟨S²⟩ = 2.50
E_tot = -2985.50311 Ha
HOMO-LUMO gap (spin up / spin down) = 5.03 / 5.03 eV
F_max = 0.06506 hartree/bohr
multiplicity = 3

Structure (XYZ):
```
71
Properties=species:S:1:pos:R:3:forces:R:3:mulliken_spin:R:1
Tm -0.086278 0.046020 -0.546054 -0.369 -0.168 1.205 2.0218
C 6.261978 -0.990317 -0.543003 0.762 -0.146 0.635 0.0234
C 6.259119 0.105619 -1.406901 0.700 -0.120 -1.490 -0.0251
C 5.177652 0.922878 -1.630904 -0.429 -0.699 1.787 0.0311
C 4.095096 0.639865 -0.795552 -1.905 2.322 -1.272 -0.0086
C 2.731066 1.317832 -0.728451 0.803 -0.080 0.619 0.0852
N 2.380731 2.505097 -1.253935 -0.931 -0.486 -0.042 -0.0832
C 1.116901 3.007590 -1.265277 -0.502 -1.492 0.804 0.1871
C 0.718441 4.393109 -1.276912 1.154 0.595 0.032 0.0243
C 1.472430 5.552295 -1.351736 -1.424 1.192 -0.287 0.0386
C 0.850497 6.820686 -1.237804 0.642 -1.880 0.138 -0.0004
C -0.503958 6.924898 -0.900014 -0.063 -1.427 -0.003 0.0264
C -1.235362 5.727000 -0.825001 -0.576 0.275 -0.061 0.0063
C -0.641387 4.486580 -1.034313 -0.933 -0.346 0.315 0.0512
C -1.178475 3.103855 -0.874809 2.877 0.780 -1.518 0.1192
N -2.465350 2.838461 -0.667699 0.016 -1.605 1.429 -0.0233
C -2.834904 1.736917 0.021644 0.705 1.151 -1.610 0.0333
N -2.007105 0.739579 0.495807 -0.647 1.528 -0.360 0.0089
C -2.751638 0.021429 1.378604 -0.769 0.794 -0.631 -0.0820
N -2.379920 -0.876493 2.196779 0.929 -1.510 1.613 0.0627
C -1.102119 -1.242621 2.392472 0.587 0.186 -1.002 -0.1551
N -0.000990 -0.753324 1.714023 -0.880 -0.505 0.335 0.0692
C 1.100777 -1.489139 2.077877 -1.554 -0.944 -0.312 -0.1522
N 2.278164 -1.426986 1.497345 1.411 0.608 0.194 0.0736
C 2.724178 -0.459697 0.681952 -0.870 -0.511 0.204 -0.0719
N 2.004703 0.564379 0.171317 -1.174 0.747 -0.610 -0.0117
C 4.034650 -0.404896 0.089027 1.562 -1.336 0.029 0.0046
C 5.143117 -1.252303 0.228411 -0.197 -0.111 0.623 -0.0299
C 0.629137 -2.575112 3.008049 1.863 0.664 -0.360 -0.0458
C 1.350231 -3.620157 3.610317 -1.082 0.342 0.551 -0.0064
C 0.673344 -4.452436 4.494751 -0.135 -0.431 -0.295 -0.0231
C -0.706227 -4.256900 4.754655 0.727 0.938 -0.713 -0.0019
C -1.380752 -3.238523 4.112419 -1.041 0.836 -0.141 -0.0282
C -0.719381 -2.361907 3.236059 0.345 -0.676 0.221 -0.0461
C -4.150874 0.432110 1.293373 -1.175 -0.530 -0.099 0.0019
C -5.302662 -0.160030 1.796067 0.263 0.469 0.071 -0.0321
C -6.521088 0.365570 1.341104 0.528 -2.212 1.088 0.0198
C -6.605189 1.342726 0.401901 -0.022 3.028 -0.117 -0.0241
C -5.434177 2.028099 -0.036344 -0.441 -0.730 -0.225 0.0263
C -4.237666 1.496923 0.394855 0.774 -0.444 0.220 -0.0047
N -0.063654 2.268283 -1.085947 -0.943 0.255 0.679 -0.0605
H 7.232100 -1.539025 -0.442964 -1.237 0.258 -0.028 0.0005
H 7.113875 0.243186 -2.057359 0.267 0.067 0.209 -0.0014
H 5.177173 1.762563 -2.286352 0.017 0.322 -0.448 0.0006
H 2.506092 5.551362 -1.567212 0.977 -0.288 -0.136 0.0030
H 1.576892 7.576584 -1.430587 -0.277 1.193 0.253 0.0023
H -1.031599 7.819394 -0.613241 0.246 0.396 -0.364 0.0026
H -2.310448 5.744844 -0.629489 0.344 0.096 0.132 0.0028
H 5.078925 -2.032390 0.990885 0.233 0.044 -0.429 -0.0014
H 2.403374 -3.732560 3.480264 0.476 -0.051 -0.362 -0.0030
H 1.212370 -5.319146 4.902396 -0.330 0.551 0.109 -0.0016
H -1.266879 -4.788764 5.486189 -0.029 -0.776 0.338 -0.0010
H -2.450167 -3.069713 4.296637 0.473 -0.156 0.014 -0.0032
H -5.273221 -0.966518 2.534436 0.069 0.258 -0.391 -0.0017
H -7.391138 -0.156039 1.725619 -0.267 0.426 -0.134 0.0008
H -7.598278 1.812885 0.278857 0.626 -0.514 -0.624 -0.0007
H -5.396436 2.842121 -0.763840 -0.412 -0.187 0.335 0.0003
C 1.465478 -2.931375 -2.011216 -0.384 -2.125 -1.074 -0.0022
C 0.013572 -2.649825 -2.491007 0.327 -0.495 -0.584 0.0003
C -0.852155 -3.888386 -2.255760 -1.107 0.535 -0.235 -0.0003
C -0.159463 -2.298241 -4.000561 0.373 0.950 1.195 0.0004
O -0.350006 -1.578241 -1.714203 -0.824 0.973 0.409 0.0025
H 1.956188 -3.762838 -2.624240 -0.318 1.254 0.763 0.0002
H 1.432930 -3.267465 -0.962402 -0.129 -0.007 -0.315 0.0002
H 2.011315 -2.011255 -2.006161 0.671 0.502 -0.433 0.0012
H -0.509047 -4.648955 -2.957567 -0.162 -0.218 0.124 -0.0001
H -1.958116 -3.662493 -2.473746 1.597 -0.335 0.443 0.0000
H -0.706898 -4.242269 -1.237329 -0.297 -0.108 0.100 0.0000
H -0.002670 -3.151316 -4.602044 0.374 -1.034 -0.745 0.0000
H 0.564114 -1.528772 -4.282497 -0.146 0.074 -0.094 0.0001
H -1.180956 -1.954301 -4.213654 0.265 0.074 0.324 0.0000
```
Positions in Å, forces in eV/Å.

no.,molecular weight (g/mol)
1,108.6
2,843.0
3,488.6
4,235.4
5,754.6